{
  "formula": "C47H54CsN8OS",
  "method": "ωB97M-V/def2-TZVPD",
  "species": ["C", "C", "H", "H", "N", "H", "H", "C", "C", "H", "C", "N", "C", "H", "H", "C", "C", "S", "H", "C", "C", "C", "H", "C", "H", "H", "C", "C", "H", "C", "N", "N", "C", "H", "C", "C", "C", "H", "C", "H", "H", "O", "H", "H", "C", "H", "H", "C", "C", "H", "H", "C", "C", "H", "H", "C", "C", "H", "C", "H", "C", "H", "C", "C", "H", "H", "H", "C", "C", "N", "H", "C", "H", "C", "C", "C", "H", "Cs", "H", "H", "H", "H", "H", "H", "H", "H", "H", "H", "C", "H", "C", "C", "N", "C", "H", "H", "H", "N", "C", "H", "C", "H", "C", "H", "C", "C", "H", "C", "N", "H", "H", "H"],
  "xyz": [[-0.45, -6.56, -0.81], [0.92, 3.12, 0.55], [3.11, 1.53, -1.61], [1.79, -4.65, 0.80], [2.09, -1.07, -1.94], [-3.11, 2.43, 0.99], [-1.23, -8.56, -0.95], [2.43, 1.55, 1.26], [1.45, 4.07, 1.41], [-0.11, -4.80, 1.98], [-4.02, -1.77, -1.57], [-5.07, -1.47, -2.39], [-0.28, 1.46, 3.63], [0.01, -1.13, 5.57], [-6.71, -4.08, -3.86], [-2.29, 2.69, -1.33], [-0.19, 2.42, 4.64], [-3.61, -0.71, -0.29], [2.53, 0.76, 4.24], [-0.54, 0.40, -3.58], [1.97, -1.26, 3.60], [3.29, -0.07, -5.19], [2.96, 4.45, 2.90], [-1.44, -7.50, -1.08], [0.03, -4.46, -0.74], [-1.22, -3.47, 1.72], [2.51, -0.28, 4.59], [2.66, -1.80, 2.49], [1.91, -0.28, 5.51], [-2.21, 3.05, 0.98], [2.15, -1.99, -3.97], [-0.86, 1.06, -2.47], [3.19, 1.09, -2.59], [-0.46, 4.53, -0.31], [-1.91, 1.76, -4.96], [2.75, -0.75, -4.10], [-2.69, -7.08, -1.52], [-2.53, 4.10, 0.89], [4.08, -1.49, 2.10], [-4.55, -2.83, -3.87], [-5.97, -4.03, -2.25], [-1.23, -2.55, -1.54], [-0.76, 4.41, 5.21], [4.56, -0.82, 2.82], [-2.27, 2.45, -3.82], [2.02, -3.23, -0.22], [-5.95, -0.09, -1.12], [-6.43, -3.43, -3.03], [1.87, -2.81, 1.92], [4.20, -1.02, 1.11], [-6.15, 1.74, -2.82], [0.73, -1.95, 3.70], [-0.81, 3.64, 4.45], [-1.26, -1.36, 4.38], [0.37, 2.20, 5.54], [-0.72, -5.21, -0.97], [-0.46, -3.86, 2.41], [-5.88, -1.74, -4.28], [-2.22, -3.30, -1.56], [0.14, -0.43, -3.44], [-1.48, 3.87, 3.26], [0.12, 3.25, -1.39], [-5.45, -2.35, -3.48], [3.03, 2.44, 2.14], [2.76, 0.51, 1.20], [-2.31, 2.05, -5.92], [0.52, -6.88, -0.45], [3.72, 1.78, -3.67], [-1.03, 0.70, -4.84], [-0.94, 1.67, 2.50], [-7.35, -2.99, -2.63], [-5.48, 0.90, -2.98], [1.01, 5.06, 1.46], [-0.32, -1.79, 4.76], [2.27, -3.67, 0.76], [-0.22, 3.45, -0.38], [3.35, -3.83, 0.74], [-0.27, -0.76, 0.28], [4.10, 2.78, -3.52], [-3.19, 2.13, -1.07], [4.70, -2.40, 2.06], [3.54, -0.53, 4.90], [-6.94, -0.61, -2.48], [-2.60, 3.73, -1.57], [-5.46, 0.67, -4.05], [3.32, -0.51, -6.18], [-4.47, 1.18, -2.67], [1.23, -2.97, -2.30], [1.78, -2.11, -2.66], [3.86, 2.12, 2.75], [-5.93, -0.32, -2.18], [-1.51, 2.86, 2.30], [1.41, 1.88, 0.47], [2.70, -0.19, -2.82], [-1.96, 4.82, 3.06], [-0.98, -4.10, 3.33], [-3.46, -7.81, -1.73], [-1.42, 2.64, -0.17], [-2.96, -5.73, -1.67], [-0.58, -2.75, 5.22], [0.68, -2.91, 2.66], [-0.72, 0.11, -5.70], [2.53, 3.72, 2.21], [0.19, 0.49, 3.72], [-1.75, 2.05, -2.59], [3.78, 1.20, -4.95], [1.99, -2.66, -4.70], [-1.97, -4.78, -1.41], [-3.49, -2.98, -1.79], [-2.98, 3.27, -3.86], [4.20, 1.77, -5.76], [-3.93, -5.38, -1.99]],
  "mulliken_charge": [-1.08, -0.16, 0.34, 0.26, -0.06, 0.44, 0.37, -0.85, -0.75, 0.33, 0.21, 0.42, 0.02, 0.29, 0.35, -1.36, -0.94, -0.24, 0.04, 0.06, 1.97, -1.22, 0.37, -0.45, 0.47, -0.16, -1.62, -0.24, 0.26, -0.93, 0.22, 0.93, -0.29, 0.14, -0.65, 0.33, -0.72, 0.24, -1.60, 0.42, 0.22, -0.42, 0.37, 0.28, -0.96, -0.34, 0.50, -1.14, 0.79, 0.14, 0.43, 1.00, -0.68, 0.21, 0.49, 0.24, -0.66, 0.42, -0.83, 0.14, -0.96, 0.53, -0.69, -0.72, 0.85, 0.38, 0.40, -0.84, -0.96, 0.39, 0.38, -0.74, 0.46, -2.01, -1.05, -0.57, 0.42, 0.35, 0.43, 0.52, 0.47, 0.49, 0.36, 0.27, 0.34, 0.40, -0.11, 0.03, -0.70, 0.51, -1.23, 0.63, 0.92, 0.74, 0.45, 0.38, 0.40, 1.05, -0.01, 0.55, -0.51, 0.52, -0.96, 0.16, 0.63, -0.37, 0.22, 0.40, -0.17, 0.46, 0.38, 0.42],
  "relative_energy_kcal_mol": 0.00,
  "mol_weight_g_mol": 911.976,
  "energy_ev": -74971.121,
  "gap_ev": 4.887,
  "total_charge": -1
}